ORCA calculation (ωB97M-V with the def2-TZVPD basis set) on a single C13H13N5O2S2 molecule.

Geometry (Å):
C  6.22  1.55  -0.13
C  5.99  1.77  1.36
O  5.61  0.58  2.03
C  4.35  0.10  1.92
C  3.30  0.74  1.26
C  2.07  0.13  1.25
C  1.84  -1.12  1.87
C  2.89  -1.74  2.53
C  4.12  -1.14  2.55
H  4.96  -1.59  3.05
H  2.73  -2.69  3.01
N  0.56  -1.58  1.77
C  -0.20  -0.78  1.11
N  -1.51  -1.08  0.90
C  -2.56  -0.44  0.29
O  -3.65  -0.95  0.29
C  -2.25  0.89  -0.36
H  -1.45  0.79  -1.09
H  -1.98  1.63  0.39
S  -3.72  1.53  -1.22
C  -3.83  0.33  -2.46
N  -2.88  -0.56  -2.71
N  -3.36  -1.27  -3.71
N  -4.55  -0.91  -4.14
C  -4.89  0.10  -3.37
H  -5.81  0.62  -3.47
H  -2.85  -2.05  -4.11
H  -1.78  -1.98  1.32
S  0.59  0.69  0.52
H  3.43  1.70  0.77
H  6.93  2.06  1.84
H  5.25  2.56  1.54
H  6.56  2.48  -0.58
H  6.98  0.78  -0.28
H  5.30  1.23  -0.62

Total charge: 0
Relative energy (zero: lowest compared OMol25 entry of this formula, charge and spin): 0.2527 eV
Electronic energy: -1723.82590 hartree
SMILES string: CCOc1ccc2nc(NC(=O)CSc3cn[nH]n3)sc2c1
Lowest unoccupied orbital energy: 0.0152 Ha

ORCA calculation (ωB97M-V with the def2-TZVPD basis set) on a molecular structure, C13H13N7O5Rh.

Geometry (Å):
Rh  -0.72  -0.55  -0.08
O  3.06  -0.63  4.49
C  2.23  -0.67  3.44
C  1.97  -1.84  2.72
C  1.09  -1.78  1.67
N  0.49  -0.62  1.39
C  0.74  0.53  2.02
C  1.61  0.54  3.08
C  -0.03  1.71  1.42
O  0.30  2.84  1.69
O  -1.00  1.34  0.62
C  0.72  -2.90  0.69
O  1.27  -3.97  0.79
O  -0.18  -2.56  -0.19
H  3.44  -1.50  4.67
H  2.46  -2.79  2.94
H  1.83  1.46  3.60
N  1.63  1.54  -2.72
C  2.68  0.78  -2.24
C  2.13  -0.09  -1.35
N  0.78  0.14  -1.28
C  0.50  1.13  -2.12
C  -0.88  1.51  -2.31
N  -1.85  0.72  -1.90
C  -3.01  1.39  -2.13
C  -2.74  2.61  -2.70
N  -1.38  2.67  -2.80
H  1.71  2.25  -3.43
H  3.69  0.91  -2.58
H  2.61  -0.87  -0.78
H  -3.98  0.98  -1.90
H  -3.38  3.41  -3.02
H  -0.86  3.47  -3.12
N  -2.45  -1.39  0.73
N  -2.81  -2.02  -0.50
H  -2.30  -2.08  1.47
H  -3.18  -0.75  1.03
H  -3.78  -1.96  -0.76
H  -2.43  -2.96  -0.53

Total charge: +1
Relative energy (zero: lowest compared OMol25 entry of this formula, charge and spin): 0.7158 eV
Electronic energy: -1373.10176 hartree
Lowest unoccupied orbital energy: -0.1041 Ha

ORCA calculation (ωB97M-V with the def2-TZVPD basis set) on 2 unconnected molecules or ions with the total composition C13H14ClN.

Geometry (Å):
C  0.05  -1.32  -1.63
C  2.48  2.89  0.22
C  2.39  2.42  -1.04
C  1.93  2.19  1.22
C  1.64  1.29  -1.33
C  1.27  0.96  1.06
C  0.93  0.56  -0.24
C  -2.90  1.61  -0.54
C  -3.99  1.10  -0.42
C  -1.93  -2.01  0.36
C  0.47  -2.23  1.34
C  -0.52  -1.35  0.68
C  0.15  -0.69  -0.47
N  0.36  -2.01  -2.61
Cl  -5.46  0.69  0.22
H  3.14  3.69  0.44
H  2.64  3.02  -1.96
H  2.05  2.57  2.27
H  1.55  0.76  -2.33
H  1.01  0.39  1.94
H  -1.95  1.91  -0.78
H  -0.09  -1.87  -3.53
H  -1.79  -2.74  -0.32
H  -2.70  -1.31  0.05
H  -2.17  -2.45  1.36
H  0.01  -2.61  2.25
H  0.68  -3.16  0.81
H  1.43  -1.73  1.52
H  -0.67  -0.57  1.46

Total charge: 0
Relative energy (zero: lowest compared OMol25 entry of this formula, charge and spin): 2.8142 eV
Electronic energy: -1018.53333 hartree
SMILES string: CC(C)C(=C=N)c1ccccc1.C#CCl
Lowest unoccupied orbital energy: 0.0246 Ha

ORCA calculation (ωB97M-V with the def2-TZVPD basis set) on a molecular structure, C13H14F2INNbO.

Geometry (Å):
N  1.46  4.29  1.25
C  2.50  4.21  0.73
O  3.72  4.13  0.46
Nb  4.70  2.30  0.11
I  2.43  0.93  -0.75
H  4.69  1.62  1.83
H  5.59  0.80  -0.28
H  5.32  2.75  -1.57
H  6.30  2.89  0.61
F  1.37  -3.94  -4.16
C  0.50  -3.35  -3.30
C  -0.44  -4.15  -2.68
C  -1.33  -3.55  -1.79
C  -1.26  -2.19  -1.55
C  -0.30  -1.42  -2.19
C  0.60  -2.00  -3.07
H  -0.47  -5.21  -2.89
H  -2.07  -4.16  -1.29
H  -1.95  -1.73  -0.86
H  -0.24  -0.36  -2.00
H  1.36  -1.42  -3.57
F  -3.61  -1.14  0.61
C  -3.18  -0.16  1.45
C  -2.55  -0.53  2.62
C  -2.07  0.48  3.45
C  -2.23  1.81  3.10
C  -2.86  2.14  1.91
C  -3.35  1.16  1.07
H  -2.43  -1.58  2.86
H  -1.57  0.21  4.36
H  -1.83  2.58  3.74
H  -2.97  3.18  1.63
H  -3.83  1.39  0.13

Total charge: -1
Electronic energy: -1188.11359 hartree
Lowest unoccupied orbital energy: 0.0810 Ha

Which value of total charge does entry 4 give?
-1

What did the fourth record say?
ORCA calculation (ωB97M-V with the def2-TZVPD basis set) on a molecular structure, C13H14F2INNbO.

Geometry (Å):
N  1.46  4.29  1.25
C  2.50  4.21  0.73
O  3.72  4.13  0.46
Nb  4.70  2.30  0.11
I  2.43  0.93  -0.75
H  4.69  1.62  1.83
H  5.59  0.80  -0.28
H  5.32  2.75  -1.57
H  6.30  2.89  0.61
F  1.37  -3.94  -4.16
C  0.50  -3.35  -3.30
C  -0.44  -4.15  -2.68
C  -1.33  -3.55  -1.79
C  -1.26  -2.19  -1.55
C  -0.30  -1.42  -2.19
C  0.60  -2.00  -3.07
H  -0.47  -5.21  -2.89
H  -2.07  -4.16  -1.29
H  -1.95  -1.73  -0.86
H  -0.24  -0.36  -2.00
H  1.36  -1.42  -3.57
F  -3.61  -1.14  0.61
C  -3.18  -0.16  1.45
C  -2.55  -0.53  2.62
C  -2.07  0.48  3.45
C  -2.23  1.81  3.10
C  -2.86  2.14  1.91
C  -3.35  1.16  1.07
H  -2.43  -1.58  2.86
H  -1.57  0.21  4.36
H  -1.83  2.58  3.74
H  -2.97  3.18  1.63
H  -3.83  1.39  0.13

Total charge: -1
Electronic energy: -1188.11359 hartree
Lowest unoccupied orbital energy: 0.0810 Ha